No. 1
24
Properties=species:S:1:pos:R:3:forces:R:3:mulliken_charge:R:1 method="wB97M-V/def2-TZVPD" homo_ev="-22.3 / -22.6" gap_ev="8.893 / 7.030" multiplicity=3 charge=+3 s2=2.012
O -2.145131 -2.024648 -1.775098 0.2845 2.0677 1.5416 -0.0301
C -1.934291 -1.133519 -1.113212 -0.7187 -6.4652 -4.6755 -0.0252
Au -1.660083 0.437850 0.040772 1.7440 -0.5940 -0.0883 2.8955
O -4.607511 1.039929 0.147420 3.0103 -0.6346 -0.1072 -0.0302
C -3.498148 0.812492 0.106961 -9.8832 2.0715 0.3491 0.2317
C -1.214808 1.970532 1.187228 2.2348 6.3005 4.7632 -0.0203
O -1.012188 2.864036 1.848999 -0.6319 -2.0580 -1.5745 -0.0310
C -1.396980 1.557150 -1.553390 1.5024 4.5999 -6.7223 0.0020
O -1.302095 2.214862 -2.468251 -0.3863 -1.5457 2.2385 -0.0306
C -1.749977 -0.719276 1.627286 0.0333 -4.8932 6.5746 -0.0177
O -1.855539 -1.374462 2.542766 0.0460 1.6018 -2.1870 -0.0356
C 2.268917 -1.068091 -0.673701 0.0572 -0.3397 0.2671 -0.7439
C 2.555025 -0.239918 0.575039 0.1682 0.0830 -0.2150 -0.6436
C 1.164392 -0.136515 1.154036 1.4572 -0.8939 1.1670 -0.4947
O 0.422348 0.090147 -0.038266 -1.0190 0.9094 0.1684 -0.6289
C 1.068099 -0.343890 -1.230031 1.6329 -0.3524 -1.5110 -0.4093
H 3.082437 -1.121229 -1.382351 0.2260 -0.0156 -0.1442 0.4031
H 1.975852 -2.075862 -0.361651 0.1649 -0.0540 -0.2660 0.2996
H 2.896381 0.753749 0.275054 0.1628 -0.0019 0.2536 0.3028
H 3.255397 -0.687653 1.265273 0.2051 -0.1250 0.1366 0.4330
H 0.833696 -1.091888 1.578633 0.1866 0.1523 0.2041 0.4062
H 1.059832 0.686298 1.850470 -0.2778 0.2495 0.0740 0.3529
H 1.341387 0.575922 -1.745904 0.0759 -0.1082 -0.3603 0.3379
H 0.452988 -0.986016 -1.858082 -0.2753 0.0458 0.1136 0.4761



No. 2
29
Properties=species:S:1:pos:R:3:forces:R:3:mulliken_charge:R:1 method="wB97M-V/def2-TZVPD" homo_ev="-9.8 / -9.6" gap_ev="6.230 / 6.489" multiplicity=2 charge=0 s2=0.759
Re -1.590745 0.560979 1.025511 1.0118 -2.4906 -1.9816 1.2293
O 0.470360 -2.682095 2.300583 -0.3634 -0.1257 0.4882 -0.6338
C 0.349609 -1.587493 1.815756 2.0901 -0.7815 -2.0183 0.1768
O -0.332955 -0.598946 2.228708 -1.4152 1.3551 1.4494 -0.6919
C 1.169839 -1.277894 0.504163 -0.3639 -0.0411 1.0016 -0.1494
C 1.547702 0.210567 0.389887 1.4561 -0.6788 0.6477 0.1050
C 2.671666 0.347015 -0.648627 -0.1202 0.2585 0.1962 -0.9797
C 1.880565 0.156381 -1.957795 -0.2867 0.1787 0.0390 -0.9349
C 0.454638 -0.074485 -1.422818 -0.1142 -0.9919 -1.2883 0.0242
O 0.426877 0.781684 -0.285031 -1.4544 1.1197 1.3149 -0.6641
C 0.353852 -1.482681 -0.792887 -0.7210 0.1023 -0.1664 -0.1011
C -1.130610 -1.920569 -0.585600 2.4000 -2.0398 -1.2580 0.2071
O -1.486221 -2.993266 -0.990630 -0.3749 0.4355 0.2363 -0.6089
O -1.915621 -1.060733 -0.008859 -1.5044 3.3458 2.1676 -0.6248
H 2.036753 -1.937266 0.545706 -0.0377 0.1407 -0.1312 0.5417
H 1.723303 0.714906 1.340228 -0.1228 -0.0224 -0.1435 0.5805
H 3.441489 -0.406722 -0.496869 -0.0130 0.0296 0.0307 0.3735
H 3.133081 1.333115 -0.595132 -0.0050 -0.0543 -0.0290 0.3513
H 2.231791 -0.679050 -2.557046 -0.0588 -0.0279 -0.0452 0.4057
H 1.897783 1.062700 -2.563835 0.0168 -0.1051 -0.0129 0.3472
H -0.345455 0.174780 -2.119085 0.0452 0.0986 0.1691 0.5391
H 0.787706 -2.259602 -1.422082 -0.1051 0.1518 -0.0060 0.5553
F -1.637698 2.931183 -0.442811 0.3633 0.4196 0.0519 -0.2885
C -2.475090 1.854138 -0.352352 -0.0592 0.1905 0.0389 0.6223
F -2.500622 1.329749 -1.602631 -0.1444 -0.1409 -0.3832 -0.2416
F -3.695650 2.387179 -0.153386 -0.4244 -0.0117 0.0470 -0.2761
F -1.578506 2.314001 2.532739 0.6410 0.0361 -0.5877 -0.3138
B -2.576143 1.355779 2.629445 0.3888 -0.0302 0.1098 0.6635
F -3.311698 1.446646 3.684750 -0.7245 -0.3205 0.0630 -0.2139



No. 3
22
Properties=species:S:1:pos:R:3:forces:R:3:mulliken_charge:R:1 method="wB97M-V/def2-TZVPD" homo_ev=-9.4 gap_ev=9.642 charge=0 relative_energy_kcal_mol=0.00
C 1.328014 1.521514 -0.898929 -2.4888 1.1542 -1.5224 -0.1401
C 2.620543 1.105740 -0.780481 1.8001 -0.1565 -1.4583 -0.7124
C 1.822057 -0.851916 0.356405 1.4568 0.1133 -0.6429 -0.8731
C 0.533968 -0.377563 0.263074 -0.4528 0.1084 0.3315 1.0070
C 0.235038 0.822558 -0.416095 0.8964 -0.6019 0.9151 0.0607
C 2.865858 -0.129762 -0.233427 -0.1370 -0.1471 0.9403 0.0792
C -0.472519 -1.216319 0.960124 2.4565 -2.2957 1.9624 -0.6853
C -1.625447 -1.552674 0.181464 -2.7878 -0.4271 -0.2737 0.0474
C -2.905418 -1.507912 0.539740 -1.0743 -0.0701 0.0596 -0.7451
O -1.239169 2.711402 -1.525143 0.2787 0.7008 -0.4117 -0.6410
O -1.857767 1.938512 0.757674 -0.0571 0.8966 -0.4066 -0.4828
S -1.450972 1.479983 -0.788006 0.2068 -1.1178 0.7506 0.6971
Br 4.663469 -0.749572 -0.242117 -0.3493 -0.1457 0.1105 -0.1854
Br -1.200182 -2.145657 -1.547800 0.0240 -0.4314 -0.6914 -0.0854
H 0.964497 2.313286 -1.577617 1.0274 0.2238 0.5446 0.3985
H 3.469621 1.562422 -1.342602 -0.9989 0.0559 0.7061 0.3041
H 2.026803 -1.820838 0.813426 -0.1062 0.3441 -0.0950 0.3299
H 0.056616 -2.206677 1.379263 -0.9249 1.5784 -1.6025 0.2704
H -0.632189 -0.855041 1.947275 -1.0942 1.1160 0.6825 0.4703
H -3.323545 -1.127163 1.453511 1.0120 0.3635 0.8906 0.2786
H -3.818226 -1.823395 0.023878 0.9958 -0.1958 -0.9403 0.2765
H -2.061060 2.909072 0.676373 0.3169 -1.0659 0.1510 0.3310



No. 4
21
Properties=species:S:1:pos:R:3:forces:R:3:mulliken_charge:R:1 method="wB97M-V/def2-TZVPD" homo_ev="-16.7 / -16.4" gap_ev="6.137 / 5.652" charge=+2 relative_energy_kcal_mol=29.38
C -2.946274 0.924195 -0.024096 -1.1806 -1.2110 0.3575 0.9579
C 1.490313 1.289859 -0.205161 0.6907 1.9229 -0.8254 -0.5915
C 1.238226 2.658191 -0.192628 -0.1832 -4.7867 0.4373 -0.4906
C 0.280483 0.619378 -0.040311 -0.5577 0.9726 0.3631 1.1178
C -0.782987 1.822247 0.164018 1.7930 -1.6779 -1.1518 -0.2607
C -3.953725 0.213537 0.044217 -2.4215 -0.6572 -0.8084 -0.5370
C 1.789533 -2.183922 -0.211484 -0.5946 -2.4961 2.0012 -0.6056
C 0.781566 -2.716353 0.823678 1.2160 0.5094 0.4470 -0.5063
C 0.272138 -1.817992 -0.259454 -2.4569 -2.0117 -3.6998 0.0970
N -2.012155 1.702128 0.062098 0.8010 1.4821 0.3259 -0.1317
N -0.036846 2.928228 0.021125 -1.0921 3.8997 1.3023 -0.0243
N -0.113187 -0.555330 -0.247539 -0.9651 1.1430 1.2874 -0.1828
Br -5.610212 -0.332002 -0.326620 1.2530 0.1844 0.4808 0.2903
H 2.454990 1.002664 -0.571362 0.1349 -0.8934 0.2074 0.4397
H 1.996901 3.315523 -0.277179 1.9448 2.7191 -0.3351 0.5085
H 2.639433 -1.681263 0.214785 -0.2789 1.1405 -0.2834 0.3231
H 2.019571 -2.910182 -0.967216 0.1031 -0.0402 -0.4471 0.2896
H 0.580224 -3.801931 1.011480 -0.3884 1.2222 -0.9418 0.2961
H 0.628579 -2.066250 1.658792 0.8824 -0.2259 1.2194 0.2871
H -0.452273 -2.319921 -0.989006 1.7893 0.1307 0.5344 0.3875
H -0.264297 3.909206 0.311854 -0.4889 -1.3264 -0.4707 0.3359



No. 5
20
Properties=species:S:1:pos:R:3:forces:R:3:mulliken_charge:R:1 method="wB97M-V/def2-TZVPD" homo_ev="-7.9 / -7.9" gap_ev="5.232 / 5.239" charge=0 relative_energy_kcal_mol=51.89
C 1.674116 -2.164606 0.393984 0.7291 0.6177 -1.1151 -0.4034
C 2.174217 -1.064602 1.037797 1.3566 2.5749 2.2396 -0.4415
C 0.515130 -1.983767 -0.315050 -2.2826 1.2470 0.2929 -0.6492
C 1.620486 0.213132 1.014102 -0.3196 -0.0674 0.5354 -0.7255
C -0.228622 -0.742090 -0.176101 -0.0569 -1.1738 -0.3299 0.8655
C 0.339453 0.453947 0.425589 1.6785 -1.1171 -0.3811 0.7450
C -1.712711 -0.660539 -0.531407 -0.1068 -0.7413 -2.1956 0.3117
C -0.002893 1.794346 0.197790 -0.4302 -0.8599 0.1811 0.0310
C -0.879408 2.078026 -0.993584 1.6730 0.0567 0.2099 -1.0928
N -2.235699 -0.058496 0.505763 1.3813 0.0280 1.2175 -0.5066
O -2.179736 -1.056921 -1.637104 0.9230 0.4423 1.7187 -0.7042
Br -3.973621 0.331682 0.480581 -1.6632 0.1599 -0.3606 -0.1027
H 2.398631 -2.971501 0.298840 -0.9038 -0.5625 0.2009 0.3797
H 3.030397 -1.143569 1.721030 0.0423 -0.1928 -0.7784 0.3227
H 0.010062 -2.824864 -0.787022 0.0708 0.3758 -0.1958 0.4106
H 2.142974 1.102433 1.405465 -0.0595 -0.8174 0.0912 0.2632
H 0.500918 2.554120 0.894300 -0.8499 -0.9378 -1.3990 0.3256
H -1.901058 1.814463 -0.818471 -0.8737 0.6121 0.3725 0.2436
H -0.594295 1.274190 -1.673997 -0.0070 0.4147 -0.4879 0.3660
H -0.698343 3.054611 -1.442500 -0.3013 -0.0592 0.1834 0.3613



No. 6
20
Properties=species:S:1:pos:R:3:forces:R:3:mulliken_charge:R:1 method="wB97M-V/def2-TZVPD" smiles=Brc1ccccn1.c1ccsc1 homo_ev=-8.7 gap_ev=9.432 charge=0 relative_energy_kcal_mol=0.00
Br -3.133651 -1.012519 0.295223 -0.5190 -0.6666 0.2961 -0.1177
C -1.778472 0.253480 0.419470 0.4200 1.1215 -0.5589 0.3855
C -1.256608 0.675104 1.661023 -1.5365 -1.6768 -0.3090 -0.4102
C -0.205536 1.571944 1.541842 -2.0718 -0.7476 -1.8404 -0.3316
C 0.099181 2.155800 0.324485 2.5183 0.2709 1.2929 -0.3886
C -0.624212 1.770146 -0.764379 1.0064 1.8987 -2.2523 -0.1441
N -1.471307 0.787460 -0.781955 -1.3782 -0.9128 1.4459 -0.4764
H -1.745500 0.182840 2.597705 1.4665 1.2405 -1.6231 0.2614
H 0.272835 1.853342 2.373609 1.9622 1.0372 3.0177 0.5672
H 1.090655 2.728108 0.263719 -2.0094 -0.3515 -0.1320 0.3212
H -0.498643 2.370746 -1.706966 -0.0049 -1.0050 0.6962 0.3286
C 1.724851 -0.744706 -0.667802 0.6740 -0.2123 2.5704 -0.2286
C 0.935273 -1.361528 -1.665938 0.6204 1.3894 -0.8874 -0.5631
C 0.102259 -2.276008 -1.149534 -1.7737 -2.8546 -2.8066 -0.0585
S 0.254978 -2.578550 0.473504 0.8008 0.6778 1.1136 -0.1258
C 1.454472 -1.345134 0.616318 0.0911 0.9735 -3.2211 -0.5274
H 2.499168 0.086225 -0.816778 -1.3923 -1.4054 0.2519 0.3373
H 0.931132 -1.098034 -2.738457 0.1272 -0.1947 0.8057 0.3553
H -0.485200 -2.998798 -1.821978 0.6674 1.3506 1.3806 0.3224
H 1.834323 -1.019916 1.546894 0.3314 0.0671 0.7598 0.4929



No. 7
19
Properties=species:S:1:pos:R:3:forces:R:3:mulliken_charge:R:1 method="wB97M-V/def2-TZVPD" homo_ev="-7.1 / -8.5" gap_ev="7.616 / 8.180" charge=0 relative_energy_kcal_mol=69.09
C 1.257700 1.031587 2.248548 0.9286 -1.0011 -1.1152 -0.3763
C 1.980063 0.274467 1.286788 -0.2176 1.0874 -0.1118 -0.5583
C -0.113270 0.879540 2.203134 -1.1686 1.1249 3.4009 -0.2488
C 1.274084 -0.341967 0.265944 -1.7039 -0.9592 0.8040 -0.4818
C -0.851167 0.015396 1.410852 0.0382 0.3088 -0.2962 -0.5066
C -0.173268 -0.573529 0.332061 0.6291 0.2074 -0.1040 0.8715
C -1.479153 -2.044409 -1.520485 1.5330 2.0791 0.9367 -0.9200
C -0.845706 -1.276614 -0.692433 1.0960 1.4689 0.7556 -0.1919
C -0.379967 0.917164 -2.378741 0.2100 -0.8231 -0.1525 0.1664
F -0.807229 0.401047 -3.544070 0.0220 0.2445 0.2517 -0.2230
F -1.286318 1.724035 -1.857364 0.0957 0.2217 -0.0845 -0.2094
H 1.828095 1.652847 2.972645 -0.8916 -0.5299 -0.5106 0.3445
H 3.069040 0.357044 1.365578 -0.3410 -0.3522 -0.6196 0.3386
H -0.609115 1.385991 3.086107 0.0709 -0.5514 -1.3077 0.2398
H 1.630610 -0.839937 -0.597384 1.3274 -0.2270 -0.5071 0.4870
H -1.919144 -0.167957 1.592511 0.5880 0.2508 -0.1613 0.3881
H -1.518314 -1.695202 -2.499855 -0.7256 0.2234 -1.8137 0.3122
H -1.711904 -2.991650 -1.235845 -0.9668 -2.7983 0.4680 0.3340
H 0.654962 1.292147 -2.437992 -0.5238 0.0253 0.1673 0.2343



No. 8
21
Properties=species:S:1:pos:R:3:forces:R:3:mulliken_charge:R:1 method="wB97M-V/def2-TZVPD" homo_ev="-8.6 / -9.9" gap_ev="7.451 / 8.630" charge=0 relative_energy_kcal_mol=109.45
C -0.140076 1.750816 -1.176521 0.4861 1.1334 0.8276 0.5687
C -0.951473 0.824603 -1.690718 -1.2032 -1.5131 -3.6002 -0.7705
C 1.845161 -1.262086 -0.365232 -0.1313 0.4186 -0.5871 -0.2890
C -1.641635 -0.262829 -1.047054 0.9639 0.1731 -0.1669 -0.1741
C 1.420037 -0.370794 0.522932 -0.1122 -0.4418 0.0228 0.4887
C -1.067839 -1.036214 0.200027 -0.8837 3.7364 -0.3862 -0.6562
C -2.388317 -0.314573 0.235794 -0.1561 1.8310 0.7805 0.1980
C 0.052216 -0.577123 1.117729 -2.1587 -1.8065 1.7795 0.0843
C 2.340387 0.713940 1.000164 2.4720 -1.9518 -3.9613 -1.0174
N 0.491439 2.591031 -0.701668 0.7034 0.8518 0.3115 -0.5389
F 2.913601 -1.278356 -1.166033 -0.7195 0.0367 0.9734 -0.2059
F -3.508782 -1.046304 0.167023 -1.0386 -1.1327 -0.0228 -0.3138
F -0.454863 0.474058 1.921781 1.1139 0.3716 -0.9145 -0.3808
H -2.024371 -0.853440 -1.860846 -0.4038 -0.8188 0.4673 0.5072
H -0.997574 0.736331 -2.852125 0.2254 0.5360 2.2264 0.2191
H -1.104608 -2.031856 0.003400 -0.1718 -2.8281 -0.1679 0.6315
H -2.674315 0.636835 0.822155 1.4143 -1.5408 -0.8419 0.3437
H -0.086217 -1.423824 1.873730 1.3934 0.7507 -0.7488 0.3525
H 3.289981 0.484366 0.328341 -1.4824 0.8292 1.5590 0.2932
H 2.646476 0.573285 1.974257 0.3407 0.0773 2.2559 0.3423
H 2.040774 1.672143 0.692862 -0.6518 1.2879 0.1936 0.3175



What did the seventh record say?
19
Properties=species:S:1:pos:R:3:forces:R:3:mulliken_charge:R:1 method="wB97M-V/def2-TZVPD" homo_ev="-7.1 / -8.5" gap_ev="7.616 / 8.180" charge=0 relative_energy_kcal_mol=69.09
C 1.257700 1.031587 2.248548 0.9286 -1.0011 -1.1152 -0.3763
C 1.980063 0.274467 1.286788 -0.2176 1.0874 -0.1118 -0.5583
C -0.113270 0.879540 2.203134 -1.1686 1.1249 3.4009 -0.2488
C 1.274084 -0.341967 0.265944 -1.7039 -0.9592 0.8040 -0.4818
C -0.851167 0.015396 1.410852 0.0382 0.3088 -0.2962 -0.5066
C -0.173268 -0.573529 0.332061 0.6291 0.2074 -0.1040 0.8715
C -1.479153 -2.044409 -1.520485 1.5330 2.0791 0.9367 -0.9200
C -0.845706 -1.276614 -0.692433 1.0960 1.4689 0.7556 -0.1919
C -0.379967 0.917164 -2.378741 0.2100 -0.8231 -0.1525 0.1664
F -0.807229 0.401047 -3.544070 0.0220 0.2445 0.2517 -0.2230
F -1.286318 1.724035 -1.857364 0.0957 0.2217 -0.0845 -0.2094
H 1.828095 1.652847 2.972645 -0.8916 -0.5299 -0.5106 0.3445
H 3.069040 0.357044 1.365578 -0.3410 -0.3522 -0.6196 0.3386
H -0.609115 1.385991 3.086107 0.0709 -0.5514 -1.3077 0.2398
H 1.630610 -0.839937 -0.597384 1.3274 -0.2270 -0.5071 0.4870
H -1.919144 -0.167957 1.592511 0.5880 0.2508 -0.1613 0.3881
H -1.518314 -1.695202 -2.499855 -0.7256 0.2234 -1.8137 0.3122
H -1.711904 -2.991650 -1.235845 -0.9668 -2.7983 0.4680 0.3340
H 0.654962 1.292147 -2.437992 -0.5238 0.0253 0.1673 0.2343